[1]
The following is a quantum chemistry calculation of a structure of composition C22H27MgN6S4, from the Open Molecules 2025 dataset.

Cartesian coordinates (Å):
1 Mg 0.172042 0.731590 -0.809433
2 C 3.486642 -1.520110 -1.197633
3 C 4.342342 -0.359910 -0.726033
4 S 3.357242 0.891090 0.180867
5 C 3.985342 2.434690 -0.557733
6 C 3.675642 2.619490 -2.034733
7 S 1.908342 2.333390 -2.451233
8 C 2.053042 1.174790 -3.850533
9 C 2.699542 -0.172410 -3.561533
10 S 1.985842 -1.073110 -2.132633
11 H 4.070242 -2.193810 -1.824733
12 H 3.090742 -2.073710 -0.347433
13 H 5.108642 -0.735210 -0.047533
14 H 4.837142 0.147990 -1.551033
15 H 3.510442 3.217190 0.035567
16 H 5.064442 2.473090 -0.397633
17 H 3.904142 3.644790 -2.332433
18 H 4.257242 1.943590 -2.660433
19 H 1.022542 1.049990 -4.185133
20 H 2.612942 1.685290 -4.637733
21 H 2.574542 -0.816610 -4.434033
22 H 3.764142 -0.066210 -3.362733
23 S 0.075042 0.801090 1.558467
24 C -1.042758 -0.559210 1.552367
25 N -1.486058 -1.065610 2.688067
26 N -1.069058 -0.537210 3.789867
27 C -1.365358 -0.997910 5.051667
28 C -0.768158 -0.361510 6.142867
29 C -1.013858 -0.815110 7.423067
30 C -1.856558 -1.901110 7.625967
31 C -2.459058 -2.524810 6.542567
32 C -2.221258 -2.083010 5.256367
33 N -1.509558 -1.170710 0.470567
34 N -1.103858 -0.819510 -0.689933
35 C -1.649458 -1.446610 -1.787833
36 C -1.208958 -1.035110 -3.049633
37 C -1.698658 -1.633310 -4.191233
38 C -2.661658 -2.627810 -4.090533
39 C -3.135858 -3.015110 -2.844733
40 C -2.627858 -2.444810 -1.695533
41 H -0.419458 0.261290 3.714067
42 H -0.109958 0.477690 5.971167
43 H -0.546558 -0.325210 8.262967
44 H -2.042558 -2.256110 8.627367
45 H -3.117658 -3.365210 6.701967
46 H -2.674158 -2.558310 4.402267
47 H -0.484958 -0.230910 -3.102133
48 H -1.336258 -1.329710 -5.162433
49 H -3.035958 -3.109310 -4.979933
50 H -3.910558 -3.763810 -2.766533
51 H -2.969758 -2.751410 -0.719533
52 N -2.510958 4.049890 -0.772633
53 C -3.422458 3.037790 -0.703833
54 C -2.722558 1.891390 -0.931433
55 N -1.409958 2.193690 -1.135833
56 C -1.314858 3.498890 -1.029033
57 H -2.706758 5.030290 -0.640533
58 H -4.458458 3.208890 -0.500033
59 H -3.079458 0.881590 -0.962633
60 H -0.406958 4.060090 -1.139733

Cartesian forces (eV/Å) of the 6 atoms listed first:
0.86 0.79 -0.07
-0.33 0.27 -0.17
-0.22 0.43 0.35
0.33 0.06 -0.04
-0.12 -0.51 0.16
-0.42 -0.02 0.00

Results
Charge: +1
Multiplicity: 1
Relative energy (zero: lowest compared OMol25 entry of this formula, charge and spin): 20.2 kcal/mol
HOMO energy (spin up / spin down): -9.45 / -9.45 eV
Kohn-Sham gap (spin up / spin down): 6.09 / 6.08 eV
Calculated total energy: -80975.072 eV

***

[2]
The following is a quantum chemistry calculation of a structure of composition C69H108NO48V, from the Open Molecules 2025 dataset.

Cartesian coordinates (Å):
1 O -3.312483 0.342046 4.292180
2 V -1.858593 0.927206 4.064770
3 O -1.819133 2.332326 3.306260
4 C -3.341923 -1.319054 1.511820
5 C -1.960983 -1.206704 0.910490
6 C -2.274113 -0.404054 -0.407760
7 C -1.100893 0.098816 -1.124740
8 C -0.205953 0.902046 -0.220120
9 C 0.207377 0.087056 1.056930
10 N -1.014873 -0.407854 1.780850
11 O -0.785983 -0.874224 3.156620
12 C 0.963207 1.241186 1.909840
13 C 1.269907 -1.009304 0.678140
14 C -1.523833 -2.648264 0.478560
15 H -3.676583 -0.321034 1.794750
16 H -3.319873 -1.894854 2.437060
17 H -4.084793 -1.797544 0.873630
18 H -2.866813 0.441256 -0.058080
19 H -2.872913 -1.003874 -1.093140
20 H -1.550263 0.699396 -1.915600
21 H -0.608663 -0.720634 -1.648490
22 H -0.609813 1.877796 0.049900
23 H 0.641587 1.041276 -0.891220
24 H 1.201037 0.842176 2.895900
25 H 0.461227 2.166076 2.193920
26 H 1.937767 1.425736 1.457870
27 H 1.348067 -1.804484 1.419540
28 H 2.236547 -0.559654 0.451160
29 H 0.954267 -1.465484 -0.260140
30 H -1.082323 -3.092924 1.370430
31 H -0.739733 -2.514874 -0.266750
32 H -2.388733 -3.271674 0.251790
33 C -3.602083 2.026076 -3.921600
34 C -4.244533 1.366666 -5.145950
35 C -5.594183 0.715686 -4.983320
36 O -6.390293 1.111166 -6.073750
37 C -5.757933 2.074816 -6.703490
38 O -6.152063 2.656466 -7.723940
39 O -4.598083 2.367376 -6.066930
40 H -4.187943 2.893306 -3.616990
41 H -2.664763 2.540286 -4.133980
42 H -3.438803 1.369286 -3.067160
43 H -3.521273 0.714906 -5.636060
44 H -6.045453 1.008446 -4.035290
45 H -5.423983 -0.354524 -4.865990
46 C -2.900853 -2.140684 -5.052410
47 C -3.403523 -2.655784 -3.609090
48 C -4.408183 -3.861584 -3.758240
49 O -3.948673 -4.781714 -2.846740
50 C -2.766823 -4.442134 -2.390700
51 O -2.091563 -5.196724 -1.666590
52 O -2.309633 -3.250324 -2.928730
53 H -2.506353 -3.026184 -5.550770
54 H -2.064793 -1.443144 -5.001950
55 H -3.656023 -1.694444 -5.699480
56 H -3.956353 -1.863264 -3.104720
57 H -4.348653 -4.189084 -4.796170
58 H -5.459563 -3.648854 -3.564720
59 C -1.327473 5.370726 3.876500
60 C -0.646913 6.486816 3.026940
61 C 0.147917 6.019446 1.833360
62 O -0.461933 6.738526 0.795420
63 C -1.544773 7.394586 1.181300
64 O -2.281923 7.931776 0.387260
65 O -1.711843 7.244616 2.496400
66 H -1.890493 5.744386 4.731770
67 H -0.616903 4.644096 4.270460
68 H -2.088083 4.902886 3.251460
69 H -0.012753 7.084756 3.681470
70 H 0.026907 4.942766 1.714110
71 H 1.196717 6.309176 1.897950
72 C 0.165467 -2.091264 -7.518110
73 C 0.383557 -0.665404 -7.036410
74 C -0.892433 0.101346 -6.790540
75 O -0.586693 0.605976 -5.448640
76 C 0.521377 0.155066 -4.935500
77 O 0.976287 0.440866 -3.782980
78 O 1.061807 -0.714424 -5.803620
79 H 0.910707 -2.811824 -7.181190
80 H 0.257717 -2.122004 -8.603760
81 H -0.800143 -2.454534 -7.166370
82 H 0.946037 -0.226794 -7.860630
83 H -1.819203 -0.467724 -6.717360
84 H -0.901043 0.828476 -7.602530
85 C -3.137653 4.150846 0.131090
86 C -4.274443 5.277376 -0.002350
87 C -5.287833 4.880736 -1.031790
88 O -6.460313 5.341626 -0.414700
89 C -6.309953 5.268166 0.927390
90 O -7.185133 5.225036 1.777610
91 O -5.044643 5.229096 1.171730
92 H -2.339253 4.322886 -0.590760
93 H -3.466713 3.112046 0.157760
94 H -2.652423 4.207826 1.105460
95 H -3.989323 6.317156 -0.162580
96 H -5.301033 3.810926 -1.240190
97 H -5.115593 5.365076 -1.992960
98 C 0.857787 4.727026 -4.083760
99 C 0.787827 4.876466 -2.550370
100 C 0.644717 3.601066 -1.724030
101 O 1.601937 3.755066 -0.728580
102 C 2.458747 4.727816 -1.046640
103 O 3.571367 4.889136 -0.562210
104 O 2.021437 5.397996 -2.119790
105 H 0.024137 4.184996 -4.530240
106 H 1.820587 4.267076 -4.306380
107 H 0.779927 5.685326 -4.597270
108 H -0.076973 5.499406 -2.322000
109 H 0.782807 2.742356 -2.381030
110 H -0.377123 3.489286 -1.361460
111 C -7.502293 0.161136 2.105210
112 C -7.766003 0.624546 0.601140
113 C -6.668343 1.577766 -0.015610
114 O -6.350773 1.036306 -1.275800
115 C -6.970813 -0.166454 -1.417760
116 O -7.027233 -0.783794 -2.495030
117 O -7.689463 -0.498174 -0.303050
118 H -6.508633 -0.286864 2.099470
119 H -8.205143 -0.582824 2.480210
120 H -7.463613 0.971516 2.833150
121 H -8.777983 1.010926 0.479840
122 H -5.734883 1.523506 0.544560
123 H -7.130763 2.560396 -0.109020
124 C 3.878357 2.105976 -3.637200
125 C 3.868267 1.429446 -2.241190
126 C 4.107877 -0.088824 -2.332530
127 O 5.497477 -0.115064 -2.071260
128 C 5.926307 0.964766 -1.404040
129 O 6.983837 1.062006 -0.826070
130 O 5.038417 1.995716 -1.580760
131 H 2.915447 1.888856 -4.099560
132 H 4.720047 1.849986 -4.280720
133 H 3.989717 3.187926 -3.565990
134 H 2.961757 1.723526 -1.712160
135 H 3.999537 -0.451774 -3.354610
136 H 3.676517 -0.715824 -1.552220
137 C -3.743783 -2.968554 5.240160
138 C -2.861433 -4.106054 4.677720
139 C -1.374743 -3.898454 4.491470
140 O -0.768123 -5.061834 5.064880
141 C -1.682973 -5.917054 5.502670
142 O -1.533113 -7.038294 6.004550
143 O -2.913023 -5.255074 5.491050
144 H -3.505243 -2.058494 4.689720
145 H -3.444113 -2.743774 6.263770
146 H -4.810723 -3.189644 5.210970
147 H -3.180913 -4.414844 3.682400
148 H -1.095523 -2.952224 4.954920
149 H -0.967783 -3.843254 3.481800
150 C 3.819127 2.062326 7.910060
151 C 2.840267 2.828306 6.957640
152 C 3.291347 2.787146 5.519170
153 O 2.137567 2.359406 4.835190
154 C 1.142617 1.964856 5.626900
155 O 0.045587 1.518576 5.299740
156 O 1.643617 1.973426 6.877110
157 H 4.010477 1.034766 7.600860
158 H 3.382207 1.975066 8.904840
159 H 4.785757 2.539476 8.071450
160 H 2.587947 3.855816 7.219700
161 H 4.106197 2.083616 5.348380
162 H 3.625817 3.738056 5.104440
163 C 3.016207 -3.568604 5.381000
164 C 3.373417 -2.835254 4.128900
165 C 2.882417 -1.328834 4.118560
166 O 4.011067 -0.552554 3.787460
167 C 5.031847 -1.326924 3.632580
168 O 6.071877 -0.928624 3.161180
169 O 4.746087 -2.613114 3.976750
170 H 1.928097 -3.623784 5.348260
171 H 3.510127 -3.160794 6.262960
172 H 3.323917 -4.610424 5.291440
173 H 3.024707 -3.286504 3.199990
174 H 2.580457 -0.999254 5.112690
175 H 2.014127 -1.203174 3.471740
176 C 5.053017 2.727276 1.762150
177 C 6.098037 3.847146 1.565050
178 C 5.523637 5.172436 1.773870
179 O 6.350107 5.678246 2.772170
180 C 7.345407 4.856906 3.095470
181 O 8.244187 5.162696 3.875480
182 O 7.166967 3.715376 2.496870
183 H 4.543817 2.806106 2.722670
184 H 5.544297 1.754306 1.771200
185 H 4.339877 2.733246 0.937830
186 H 6.523247 3.640066 0.583000
187 H 4.470877 5.075846 2.039340
188 H 5.543097 5.775496 0.866100
189 C 0.231967 -5.160174 -4.977670
190 C 0.677997 -3.885134 -4.306370
191 C 0.902847 -3.997994 -2.795710
192 O 2.186457 -3.472424 -2.583030
193 C 2.840737 -3.549254 -3.761970
194 O 4.050227 -3.357234 -3.842210
195 O 2.057617 -3.678364 -4.794740
196 H 0.764847 -5.982294 -4.499910
197 H 0.545157 -5.099724 -6.019950
198 H -0.835923 -5.321764 -4.830730
199 H 0.023307 -3.041334 -4.524270
200 H 0.847757 -5.025794 -2.436980
201 H 0.111927 -3.393414 -2.351820
202 C 7.569527 -2.862544 -0.886920
203 C 6.463337 -2.763674 0.137950
204 C 4.975917 -3.056424 -0.253980
205 O 4.630927 -4.038364 0.609360
206 C 5.687657 -4.488074 1.354870
207 O 5.551597 -5.329354 2.206310
208 O 6.766437 -3.757054 1.111960
209 H 7.557287 -3.807014 -1.430920
210 H 8.553597 -2.804514 -0.421790
211 H 7.598777 -2.039834 -1.601340
212 H 6.563157 -1.754534 0.537650
213 H 4.925487 -3.438864 -1.273440
214 H 4.260027 -2.242834 -0.137100
215 C 1.315017 -4.888484 1.426370
216 C 0.171377 -5.891494 1.186020
217 C 0.438917 -7.158364 0.331260
218 O 0.214537 -8.240374 1.220390
219 C -0.047633 -7.812694 2.370150
220 O -0.263733 -8.607834 3.209040
221 O -0.193043 -6.504224 2.410380
222 H 1.003357 -4.067154 2.071650
223 H 1.652377 -4.401574 0.511380
224 H 2.111647 -5.411844 1.955130
225 H -0.766253 -5.453704 0.843530
226 H 1.453497 -7.249304 -0.056620
227 H -0.288483 -7.278414 -0.471590

Cartesian forces (eV/Å) of the 6 atoms listed first:
0.54 1.05 0.19
2.55 -2.15 -2.57
-0.79 -0.93 0.61
0.04 0.10 1.69
-0.73 -0.60 -1.23
-0.21 -0.40 1.81

Results
Charge: 0
Multiplicity: 1
HOMO energy: -8.74 eV
Kohn-Sham gap: 6.62 eV
Calculated total energy: -198760.279 eV

***

[3]
The following is a quantum chemistry calculation of a cluster of 3 separate species, C5H12IO2P in total, from the Open Molecules 2025 dataset.

Cartesian coordinates (Å):
1 C 2.284311 -1.027727 0.378704
2 C 1.332464 0.053626 -0.059555
3 C 1.567080 0.325471 -1.550536
4 C -0.173738 -0.282325 0.228599
5 C -0.652762 -0.702760 1.573430
6 O -1.507275 -1.496831 1.813003
7 H 2.248648 -1.786934 -0.449075
8 H 1.997084 -1.444919 1.332502
9 H 3.319663 -0.639742 0.343828
10 H 1.626178 0.955895 0.535356
11 H 0.594252 -0.081338 -2.017600
12 H 2.314508 -0.321088 -1.824634
13 H 1.903247 1.366638 -1.813918
14 H -0.332020 -1.061284 -0.674637
15 H -0.775896 0.465528 -0.095439
16 H 0.015925 -0.205359 2.476367
17 O -1.873967 2.684539 -0.220415
18 P -3.072695 2.447979 0.611403
19 H -4.175051 2.622821 -0.199881
20 I -3.979586 -0.595161 -0.476278
21 H -2.660370 -1.277026 0.088785

Cartesian forces (eV/Å) of the 6 atoms listed first:
0.21 -0.70 -1.49
-0.09 1.93 1.80
-2.93 1.12 0.40
2.41 -3.70 -2.67
3.10 0.91 1.64
-0.74 -0.31 0.09

Results
Charge: 0
Multiplicity: 1
Relative energy (zero: lowest compared OMol25 entry of this formula, charge and spin): 41.0 kcal/mol
HOMO energy: -9.52 eV
Kohn-Sham gap: 8.81 eV
Calculated total energy: -26861.521 eV